1.
DFT (wB97M-V/def2-TZVPD) results for 4 unconnected molecules or ions with the total composition C42H52BBrCl6FNO6.

Computed properties:
Kohn-Sham gap = 8.1354 eV
HOMO = -8.465 eV
F_max = 1.9 eV/Å
lowest unoccupied orbital energy = -0.3 eV
calculated total energy = -7597.8128 hartree
molar mass = 989.3 g mol⁻¹

Geometry (Å):
Br -4.5194 -1.9492 0.8594
Cl 1.5305 1.6805 -6.7733
Cl 2.1218 1.6132 -3.4231
Cl 3.5488 -4.0908 2.2574
Cl 0.0364 6.1384 -1.5944
Cl 2.8222 4.1954 -1.6335
Cl 6.9429 -4.1746 2.0343
F -1.3060 4.7040 2.7500
O -2.6558 -6.2909 -2.6945
O -1.2409 2.5540 2.8547
O 5.5470 1.0131 3.6529
O 4.6729 2.2951 5.2336
O 1.6069 -2.2663 -1.2630
O -1.3775 0.8072 -3.0629
N 2.0503 1.5709 2.3815
C 5.3397 0.6803 2.2640
C 1.3530 -0.0169 0.7055
C 1.6167 6.5427 -2.3209
C -4.5099 4.4299 0.4628
C -4.7662 2.0537 0.3801
C 1.5374 0.2653 -4.4323
C -2.3346 -3.9810 -1.6929
C 5.8731 -5.4906 2.5828
C 0.5370 -0.3213 -0.3855
C -0.3480 0.6158 -0.9309
C -5.5311 -3.5860 -1.3119
C 2.1287 0.2974 -5.8174
C 1.2707 1.9879 4.7577
C -3.2370 4.3586 -0.1061
C -3.1121 -6.2136 -0.1908
C -3.2467 -3.0347 -2.1950
C 3.7816 -0.7984 0.9305
C -0.7413 -2.1948 -1.4529
C 0.5821 -1.6699 -1.0373
C -1.3520 2.9367 -1.0689
C -2.8996 -1.6959 -2.3532
C -2.4965 5.6485 -0.3545
C -5.8016 -2.2721 -0.5871
C 4.8918 2.0812 4.0836
C -2.5389 -5.5274 1.0716
C 2.2946 -1.0260 1.2895
C 0.3690 2.2256 0.6796
C -1.0662 -3.5339 -1.3168
C 1.5875 0.9611 3.6722
C 4.7287 -0.7236 2.1520
C -5.2685 3.3020 0.7164
C 2.3043 5.3332 -2.8993
C -4.6583 -3.4442 -2.5738
C -2.7268 3.0856 -0.4234
C -0.8230 3.5257 2.3662
C -1.1654 0.1338 -2.0854
C 1.2411 1.2791 1.2420
C -0.4371 1.9186 -0.4317
C 4.5602 -5.4985 1.8443
C -3.4999 1.9535 -0.1764
C 0.2450 3.5938 1.3032
C -1.6336 -1.2751 -1.9740
B -2.6926 -5.5174 -1.5570
H 3.2135 0.3603 -5.7857
H 4.5779 2.7988 3.3141
H 6.4005 -6.4256 2.4008
H -0.8771 3.9034 -1.1246
H 0.3691 1.6735 5.2780
H -5.0607 -4.2456 -0.5891
H 1.1729 3.9223 1.7598
H 2.3543 0.2708 4.0224
H -2.3577 -7.1742 -2.4493
H 2.2229 7.0148 -1.5523
H -4.8908 5.4164 0.6941
H 4.7085 -5.4975 0.7674
H -2.6862 -7.2217 -0.2222
H -3.5875 -0.9736 -2.7683
H -3.1162 -4.6292 1.2615
H 2.2220 -1.0289 2.3710
H 1.0762 2.9829 4.3712
H 4.1999 -0.8965 3.0862
H -6.4717 -4.0688 -1.5751
H -6.2480 3.3619 1.1668
H -0.0386 4.3469 0.5799
H -0.3376 -4.2234 -0.9133
H -3.1758 6.4904 -0.4059
H -1.9645 5.5934 -1.3000
H 2.0151 -2.0240 0.9900
H -5.0837 -2.6169 -3.1370
H -3.1288 0.9671 -0.4186
H -6.7560 -2.3091 -0.0832
H 4.0976 -1.6674 0.3568
H -1.4991 -5.2603 0.9240
H 5.7256 -5.3773 3.6537
H 3.1982 5.6419 -3.4386
H 3.9441 0.0525 0.2742
H 1.8482 -0.6059 -6.3563
H 5.5266 -1.4550 2.0823
H 2.0530 2.0013 5.5073
H -4.6622 -4.3739 -3.1343
H -1.5201 2.6455 -2.0980
H 0.4524 0.3168 -4.4599
H -2.6339 -6.1941 1.9224
H -5.7513 -1.4262 -1.2637
H 1.8305 -0.6583 -3.9319
H -4.1960 -6.2676 -0.1369
H 0.7099 0.3591 3.4530
H 1.6560 4.7922 -3.5855
H 4.6639 1.3925 1.8019
H 6.2944 0.7118 1.7445
H 3.9923 -6.3875 2.1141
H -1.7532 5.7887 0.4240
H 2.0842 2.5633 2.5488
H 1.4264 7.2687 -3.1093
H -5.3744 1.1824 0.5614

Cartesian forces (eV/Å) of the 3 atoms listed first:
-0.03 0.15 -0.15
0.02 0.03 -0.01
-0.06 -0.07 -0.01

---

2.
DFT (wB97M-V/def2-TZVPD) results for a molecular structure, C42H52F3N6PbS3Si4.

Computed properties:
Kohn-Sham gap = 7.5719 eV
HOMO = -10.189 eV
F_max = 0.5 eV/Å
lowest unoccupied orbital energy = -2.6 eV
calculated total energy = -4805.1133 hartree
molar mass = 1113.7 g mol⁻¹
charge = +1

Geometry (Å):
Pb 0.3065 -0.6139 0.9169
S 1.1551 1.6763 -1.1236
S 0.6750 -4.0428 6.4626
S -2.7733 3.4165 -1.3597
Si 1.9008 -0.4506 -4.4940
Si 0.7509 1.1522 -3.1960
Si 0.0362 3.0199 -4.4566
Si 3.1340 2.6296 -1.0200
F -2.2549 -1.0977 -1.3222
F -0.6666 0.2962 -2.9198
F -0.7852 -2.2804 -2.1718
N 1.0747 1.3887 3.2329
N 0.2486 4.4857 1.7228
N -0.2579 -3.0203 1.3220
N 0.5437 2.6550 2.9238
N -1.1507 -0.8396 4.0184
N -2.0270 1.1400 2.3361
C -2.9230 0.2539 2.8050
C 0.8897 3.3118 1.8303
C -3.8690 4.3625 -2.2672
C -4.0084 2.9318 -0.2569
C -0.9828 -1.3240 -1.3321
C 3.1802 -4.0883 0.5203
C 3.9436 2.0654 0.5629
C 0.8106 -3.8357 1.2957
C 2.3768 -2.0254 -3.5962
C 3.2680 -1.4251 -0.2074
C -1.6993 2.5694 -5.0107
C -4.7681 -1.6293 3.8236
C 0.5150 -5.6004 7.1416
C -0.0027 4.5710 -3.3971
C -2.9016 -2.7500 5.0135
C -1.5529 -2.8583 5.2746
C -5.1274 4.3113 -1.7527
C 4.3879 -2.2251 -0.3876
C 4.3399 -3.5619 -0.0232
C 3.3904 0.2079 -5.4189
C -1.6144 -5.1567 6.3694
C -3.3851 -1.7109 4.2068
C -1.5962 -4.7311 2.3055
C -4.2620 0.2478 2.3807
C 2.0600 -3.2793 0.7146
C -0.9863 -3.9984 6.0015
C -0.7270 -1.8404 4.7529
C -2.4647 -0.7687 3.7186
C -3.7010 2.0167 0.8458
C 2.0921 -1.9268 0.3402
C 0.5397 -0.8079 -5.7448
C -0.7550 -6.0740 7.0256
C -5.2079 3.4878 -0.5989
C -0.4956 -5.5764 2.3160
C 0.7088 -5.1285 1.8089
C -2.4033 1.9758 1.3995
C -5.1849 -0.7019 2.9383
C 1.1467 3.3422 -5.9329
C 2.9328 4.4789 -1.0471
C -4.6354 1.1543 1.3764
C -1.4215 -3.4576 1.8084
C 4.0851 2.0678 -2.5252
H -3.6003 -3.4831 5.3986
H 0.8812 -1.5739 -6.4458
H 3.1642 1.1293 -5.9582
H -0.3316 4.3576 -2.3781
H 3.6993 -0.5390 -6.1549
H 2.4140 -2.8496 -4.3134
H 0.9875 5.0256 -3.3391
H -2.3103 2.2614 -4.1603
H 2.6772 4.8587 -2.0361
H 4.5338 1.1595 0.4293
H 3.1643 -5.1380 0.7814
H -0.1657 2.9961 3.5707
H -6.2203 -0.6644 2.6233
H -5.6489 1.1361 0.9935
H 3.1769 1.8994 1.3203
H 5.2025 -4.1991 -0.1664
H 4.2398 0.3979 -4.7646
H -0.3800 4.8657 2.4249
H -0.6735 5.3152 -3.8335
H -2.6584 -5.3583 6.1764
H 5.0760 2.5298 -2.5269
H -3.5269 4.9075 -3.1319
H 0.2819 0.0777 -6.3305
H 0.4359 5.0826 0.9396
H 1.1698 2.5044 -6.6320
H 2.1730 3.5553 -5.6258
H 3.3674 -1.9365 -3.1473
H 4.2175 0.9841 -2.5295
H 1.6834 -2.3029 -2.8019
H 1.7447 1.4961 3.9875
H -0.5757 -6.5772 2.7196
H 0.3053 0.7966 3.5496
H 2.1685 4.7978 -0.3395
H -2.2400 -2.7460 1.8012
H -2.1780 3.4337 -5.4785
H -0.3720 -1.1706 -5.2679
H 5.2936 -1.8125 -0.8158
H 3.8779 4.9369 -0.7427
H 4.6122 2.8463 0.9328
H -6.1153 3.3333 -0.0323
H -1.0683 -7.0385 7.3959
H 3.3044 -0.3886 -0.5159
H -2.5582 -5.0417 2.6871
H 0.7762 4.2158 -6.4751
H 1.5690 -5.7798 1.8205
H -5.4624 -2.3509 4.2362
H 3.5896 2.3492 -3.4584
H 0.3429 -1.8716 4.9415
H 1.3647 -6.0795 7.5999
H -5.9659 4.8444 -2.1750
H -1.7005 1.7563 -5.7383
H -1.6439 2.6630 1.0362

Cartesian forces (eV/Å) of the 3 atoms listed first:
0.12 0.28 -0.18
0.01 -0.09 -0.19
-0.03 -0.01 0.00

---

3.
DFT (wB97M-V/def2-TZVPD) results for a molecular structure, C42H53N3O4PPdS.

Computed properties:
Kohn-Sham gap (alpha / beta) = 3.7509 / 3.7529 eV
HOMO (alpha / beta) = -2.158 / -2.160 eV
F_max = 4.1 eV/Å
lowest unoccupied orbital energy (alpha / beta) = 1.6 / 1.6 eV
calculated total energy = -2964.7935 hartree
molar mass = 833.4 g mol⁻¹
charge = -1

Geometry (Å):
Pd -2.5331 2.7061 2.4374
S -3.7790 0.0598 2.2134
P 2.5552 -1.6437 -0.8645
O -3.6496 1.3209 1.4073
O -4.1935 9.4227 1.1050
O -5.9516 8.4999 0.0180
O 1.6888 -0.6553 -0.1255
N -0.9359 4.0047 2.4962
N -5.7112 2.9565 3.1628
N -3.4997 4.5254 2.0632
C 1.4030 4.4267 2.2611
C 3.5605 0.7141 -2.0819
C -1.2813 5.2613 2.1581
C -2.2269 -0.8761 2.4854
C 1.1096 5.7350 1.7759
C -4.7978 4.7457 1.7520
C 1.0863 -1.8243 -3.3632
C -4.3575 -1.0154 0.8735
C 0.3494 3.5726 2.5429
C 3.2678 -4.0011 2.5577
C -6.9558 3.5439 1.2089
C -0.2246 6.1905 1.7943
C -4.4557 7.0269 1.1082
C 4.6657 1.3739 -2.8919
C -3.0728 6.7953 1.4027
C 4.5508 -4.7517 2.1669
C 3.9984 -0.6497 -1.6090
C 5.2593 -4.1071 0.9474
C -3.9573 -0.8617 -0.4464
C -5.3322 5.9707 1.2878
C 3.0426 -3.0490 0.2798
C -4.0973 -3.3094 -0.6093
C 4.3065 -3.8307 -0.1752
C 1.5343 -2.5548 -2.1101
C 1.8474 -3.9998 -2.5555
C -2.6593 5.5776 1.8830
C 6.0188 1.0202 -2.4287
C 2.6750 -3.2514 -4.8639
C -4.7399 -3.3087 0.6500
C -5.7928 3.6534 1.9965
C 5.0603 -0.4134 -0.5291
C -4.8935 8.4951 0.6867
C 2.9942 -2.6910 1.7743
C 2.0284 -1.8828 -4.5204
C -6.6051 2.0790 3.5117
C -3.7057 -4.6065 -1.1450
C -7.7621 1.7650 2.7249
C -4.9827 -2.1670 1.3351
C 6.0534 0.6777 -0.9310
C 3.0252 -4.0545 -3.5865
C -3.8447 -2.0458 -1.1904
C -7.9047 2.5307 1.5024
H 7.0939 0.3939 -0.6962
H -3.4664 -1.9201 -2.2055
H 3.6085 -3.2118 -5.5303
H 4.8810 -3.3847 -1.0053
H 4.2719 -5.8081 2.0821
H -1.8799 -1.1695 1.4609
H 3.2310 -5.1162 -3.9258
H -5.5697 -2.1245 2.2642
H 1.9832 6.3862 1.5342
H 4.6935 1.1070 -3.9332
H -8.7932 2.4880 0.8691
H 0.7496 -0.7584 -3.2261
H -7.0046 4.1298 0.3127
H 1.9708 -3.9250 -5.4386
H 5.6088 -1.3392 -0.3089
H 0.1431 -2.3195 -3.5792
H 6.7966 1.8367 -2.6430
H -8.4320 0.9311 3.0169
H 0.6080 -2.7252 -1.5077
H 3.8812 -3.6654 -3.0909
H 6.0790 -4.7290 0.5441
H -1.4459 -0.4858 3.0704
H 3.3428 1.3021 -1.1875
H 3.8780 -2.0833 2.0478
H -4.0487 -4.7614 -2.1592
H 3.2992 -3.6961 3.6540
H 2.0435 -2.2292 2.0639
H 5.7973 1.5806 -0.3613
H -5.0328 -4.2771 1.0549
H 1.5364 -1.4434 -5.4012
H 2.8777 -1.1655 -4.2703
H 2.3890 -4.6047 2.5328
H 5.1922 -4.6407 3.0373
H 2.4707 4.1634 2.3804
H 5.7320 -3.1294 1.2259
H 0.4326 2.4959 2.7590
H -3.6853 0.1383 -0.8355
H -6.4850 1.5927 4.4575
H -4.0209 -5.4795 -0.5062
H -2.6142 -4.7717 -1.2453
H 4.4577 2.4419 -2.9131
H -2.4519 -1.7346 3.0930
H 1.9106 -4.7334 -1.6968
H -2.4013 7.6159 1.1506
H 2.2153 -3.7866 0.1384
H -0.4109 7.2388 1.5873
H -6.3873 6.0595 1.0100
H 4.3705 -1.2129 -2.4344
H 0.9464 -4.3722 -3.0292
H 4.6244 -0.1342 0.4198
H 6.2948 0.1177 -2.9675
H 3.9028 -4.8234 -0.5458
H 2.6382 0.6419 -2.6665

Cartesian forces (eV/Å) of the 3 atoms listed first:
1.08 -1.59 0.29
-0.81 0.75 -0.23
-0.62 0.94 0.92

---

4.
DFT (wB97M-V/def2-TZVPD) results for 3 unconnected molecules or ions with the total composition C42H54FN4O.

Computed properties:
Kohn-Sham gap = 4.3015 eV
HOMO = -9.625 eV
F_max = 4.1 eV/Å
lowest unoccupied orbital energy = -5.3 eV
calculated total energy = -2026.5248 hartree
molar mass = 649.9 g mol⁻¹
charge = +1

Geometry (Å):
F -0.5934 2.4451 -2.0916
O 6.0760 1.5076 1.6760
N -0.3976 3.6180 -4.1973
N -0.9777 -1.4751 1.8774
N -1.4518 -0.4181 1.1865
N 0.3666 -1.3556 1.8549
C -3.9495 -0.8620 4.6894
C 2.9601 -4.6238 2.4646
C -1.0362 3.7545 -6.3574
C 4.2337 0.3850 2.5645
C 0.9318 4.7916 -5.5854
C -3.0603 -0.2461 3.5921
C 3.9341 1.7826 0.5503
C -0.9490 -4.4482 4.2637
C 1.5576 -3.2025 -1.3676
C -0.1217 -3.1712 4.1380
C -2.5270 2.4896 -4.8190
C -3.6922 -0.2838 2.1697
C 0.3270 5.0923 -8.0304
C 1.2281 -2.4916 2.0430
C -3.1584 -2.1915 -2.0189
C 2.9134 0.0207 2.4570
C 2.6265 1.3186 0.4599
C 2.2079 -2.2453 -0.3684
C 0.7301 -0.1184 1.2621
C -4.8776 -0.3183 -0.3336
C 1.0258 -3.3154 3.1693
C 1.6532 4.6050 -3.1984
C 2.1903 -2.8245 1.0371
C 3.0867 -3.8587 1.2886
C 3.6011 -1.8390 -0.8077
C 6.6932 2.3265 0.6887
C -2.6702 -0.8527 -1.4507
C 0.4012 -2.6949 5.4817
C 0.0727 4.5310 -6.6386
C -0.4433 0.4649 0.7038
C 4.7513 1.2605 1.5755
C -5.0794 -0.2072 2.0659
C -1.2913 3.2860 -5.0861
C -2.5854 1.1388 3.9800
C -5.6785 -0.2449 0.7960
C 2.0950 0.3871 1.3687
C -3.4995 -0.4532 -0.2312
C 1.9235 -4.3665 3.3505
C -2.6975 0.2106 -2.5348
C 0.7116 4.2933 -4.3133
C -2.8767 -0.3447 1.0191
C -0.6887 1.4051 -0.2727
H 2.1045 3.7068 -2.8191
H -3.4431 1.8047 4.0906
H 3.6833 -5.4217 2.6847
H -3.1225 -2.9901 -1.2675
H 6.3054 3.3617 0.7061
H 1.7930 5.3645 -5.7433
H -3.1699 2.5763 -5.6767
H 0.1151 2.0666 -0.5782
H 2.4242 5.2400 -3.5902
H 2.1042 -4.1424 -1.4578
H -2.1157 -0.1453 -3.3940
H -1.6229 -1.0089 -1.1460
H 2.0117 1.6420 -0.3840
H 2.4539 -0.6522 3.2002
H -0.4199 -2.5371 6.1837
H 1.0248 -3.4673 5.9458
H -4.8169 -0.2296 4.9159
H -1.7334 3.5260 -7.1047
H -0.3519 -5.2570 4.6992
H 4.1036 -1.3102 0.0059
H -4.1802 -2.1114 -2.4044
H -2.5320 -2.5152 -2.8504
H -4.3010 -1.8702 4.4209
H 4.3105 2.5068 -0.1620
H 1.5892 -1.3552 -0.4085
H 3.8927 -4.0930 0.5771
H 0.3396 6.2050 -8.0235
H -5.3051 -0.3591 -1.3425
H -1.6843 1.8516 -0.3202
H -2.2133 1.1226 -2.1795
H -1.3332 -4.7577 3.2857
H 1.5063 -2.7702 -2.3754
H 1.2936 4.7359 -8.4388
H 3.5497 -1.1653 -1.6637
H -2.1800 -0.9039 3.5690
H -3.0240 2.8403 -3.9265
H -2.0640 1.1216 4.9386
H -0.4628 4.7534 -8.7272
H 1.1367 5.1109 -2.3966
H -3.3887 -0.9575 5.6325
H -0.7859 -2.3944 3.7574
H 6.5854 1.9377 -0.3305
H 1.0053 -1.7811 5.3994
H -1.7808 -4.2799 4.9583
H -3.7312 0.4264 -2.8618
H -1.9294 1.5379 3.2023
H 1.7856 -4.9738 4.2477
H 0.5228 -3.4373 -1.0787
H 4.8488 -0.0036 3.3703
H -6.7345 -0.1017 0.6952
H 7.7340 2.3062 0.9401
H -5.7081 -0.1654 2.9600
H -2.2924 1.4474 -4.6948
H 4.2078 -2.6963 -1.1101

Cartesian forces (eV/Å) of the 3 atoms listed first:
0.02 -1.38 -0.26
-0.74 0.01 -0.16
-0.76 -1.39 3.74